(1)
C27H52F3MgO24 | ωB97M-V with the def2-TZVPD basis set

Calculated values
Energy above the lowest of the compared OMol25 structures with the same formula, charge and spin   0.0 kcal per mole
HOMO   -0.37309 hartree
Frontier orbital gap   3.93 eV
Strongest force on any atom   6.07 eV/A

The geometry in ORCA input format:
```
! wB97M-V def2-TZVPD RIJCOSX def2/J DEFGRID3
* xyz 1 1
Mg -14.816 5.683 -15.579
C -12.021 1.065 -13.655
C -13.125 1.904 -13.303
O -13.509 2.927 -14.192
H -11.030 1.479 -13.847
H -12.278 0.543 -14.576
H -11.908 0.328 -12.860
H -12.671 2.444 -12.472
H -13.948 1.281 -12.952
C -16.844 -5.486 -14.068
C -15.585 -4.968 -13.503
O -15.835 -4.333 -12.323
C -16.238 -3.051 -12.127
O -16.551 -2.302 -13.078
C -16.375 -2.603 -10.591
F -17.323 -1.670 -10.360
F -16.596 -3.717 -9.851
F -15.222 -2.143 -10.108
H -16.636 -6.053 -14.975
H -17.541 -4.683 -14.308
H -17.360 -6.195 -13.420
H -14.924 -4.360 -14.120
H -15.007 -5.821 -13.148
C -18.229 4.170 -20.218
O -18.342 3.153 -19.260
C -17.989 3.316 -17.962
O -17.367 4.285 -17.434
O -18.441 2.238 -17.323
C -18.231 2.118 -15.878
H -18.721 5.052 -19.808
H -18.634 3.977 -21.212
H -17.227 4.513 -20.475
H -18.824 1.241 -15.619
H -18.535 3.011 -15.332
H -17.189 1.898 -15.644
C -11.430 3.200 -18.860
O -11.777 4.162 -19.866
C -12.570 5.245 -19.588
O -12.951 5.586 -18.438
O -12.859 5.965 -20.696
C -12.749 5.462 -22.008
H -10.746 3.536 -18.080
H -10.957 2.348 -19.348
H -12.376 2.973 -18.368
H -13.448 6.002 -22.646
H -13.044 4.416 -22.091
H -11.746 5.553 -22.424
C -15.931 0.700 -22.991
O -16.261 0.100 -21.694
C -15.297 -0.243 -20.898
O -14.071 -0.070 -21.090
O -15.888 -0.716 -19.806
C -15.120 -1.425 -18.840
H -15.214 0.046 -23.487
H -15.501 1.701 -23.032
H -16.852 0.752 -23.571
H -14.217 -0.944 -18.464
H -14.821 -2.359 -19.317
H -15.776 -1.658 -18.002
C -11.239 7.191 -7.122
O -10.833 6.150 -8.002
C -9.653 5.629 -8.023
O -8.724 5.883 -7.241
O -9.582 4.759 -9.030
C -8.306 4.184 -9.424
H -10.969 8.174 -7.508
H -10.858 7.090 -6.106
H -12.326 7.254 -7.092
H -8.601 3.800 -10.400
H -7.965 3.373 -8.779
H -7.567 4.980 -9.519
C -12.406 10.016 -11.248
O -12.766 9.450 -12.491
C -12.020 8.461 -13.027
O -12.489 7.692 -13.900
O -10.737 8.418 -12.601
C -9.831 7.430 -12.960
H -11.638 10.777 -11.383
H -12.057 9.192 -10.626
H -13.311 10.443 -10.815
H -9.088 7.897 -13.606
H -10.243 6.480 -13.302
H -9.330 7.229 -12.013
C -16.005 5.540 -10.387
O -17.136 6.313 -10.786
C -17.448 6.534 -12.050
O -16.795 6.137 -13.027
O -18.581 7.283 -12.003
C -19.393 7.663 -13.070
H -15.935 5.827 -9.338
H -15.087 5.739 -10.939
H -16.142 4.469 -10.242
H -20.006 6.864 -13.488
H -18.848 8.140 -13.884
H -20.181 8.352 -12.766
C -9.601 -2.065 -10.483
O -10.698 -2.933 -10.267
C -10.561 -4.255 -10.393
O -9.537 -4.873 -10.704
O -11.786 -4.661 -10.106
C -12.067 -6.091 -10.134
H -9.045 -2.497 -11.316
H -8.944 -1.998 -9.616
H -9.884 -1.037 -10.708
H -13.143 -6.264 -10.111
H -11.703 -6.697 -9.304
H -11.748 -6.464 -11.108
*
```

These are the Löwdin partial charges, in e, on atoms 1 to 2: number 1, Mg, carries 1.26; number 2, C, carries -0.12

(2)
C27H52O23Tl | ωB97M-V with the def2-TZVPD basis set

Calculated values
HOMO (alpha / beta)   -0.07424 / -0.07275 hartree
Frontier orbital gap (alpha / beta)   5.30 / 4.37 eV
Strongest force on any atom   6.57 eV/A
<S²>   0.805

The geometry in ORCA input format:
```
! wB97M-V def2-TZVPD RIJCOSX def2/J DEFGRID3
* xyz -2 2
Tl 0.838 -3.574 3.510
C -1.406 0.552 -1.040
C -1.173 -0.080 0.241
C 0.198 -0.826 0.482
O 0.263 -1.476 1.521
C 1.216 -0.683 -0.535
C 0.913 -0.132 -1.718
C -0.414 0.580 -1.928
O -0.769 1.177 -3.057
O 1.791 -0.203 -2.643
O -1.956 -0.079 1.216
H -2.340 1.092 -1.094
H 2.194 -1.082 -0.311
C 3.566 -3.421 -0.630
C 2.644 -3.849 0.474
C 1.127 -4.257 0.034
O 0.366 -4.597 0.926
C 0.784 -4.062 -1.349
C 1.656 -3.657 -2.289
C 3.042 -3.188 -1.890
O 3.962 -2.712 -2.672
O 1.322 -3.676 -3.552
O 2.999 -3.767 1.672
H 4.575 -3.113 -0.402
H -0.182 -4.303 -1.766
C -5.873 -0.280 -0.320
O -4.954 -1.074 0.414
H -6.216 0.297 0.539
H -5.323 0.451 -0.912
H -6.711 -0.867 -0.696
H -4.104 -0.634 0.482
C -2.634 3.635 1.573
O -2.407 2.555 2.472
H -3.225 3.158 0.791
H -3.174 4.463 2.031
H -1.714 4.027 1.138
H -2.241 1.749 1.978
C -2.076 -2.285 -3.241
O -1.943 -1.361 -4.297
H -1.412 -3.145 -3.332
H -1.750 -1.850 -2.296
H -3.038 -2.797 -3.197
H -2.046 -0.513 -3.858
C 2.179 2.480 1.418
C 3.034 2.430 0.168
O 3.825 3.491 -0.193
O 2.988 2.267 2.657
H 1.361 1.759 1.400
H 1.672 3.441 1.498
H 2.365 2.436 -0.693
H 3.622 1.517 0.085
H 4.133 3.702 0.692
H 2.989 1.316 2.786
C -3.142 -3.592 0.685
C -3.120 -3.275 2.215
O -2.010 -2.480 2.698
O -2.413 -4.776 0.476
H -2.794 -2.805 0.015
H -4.167 -3.853 0.422
H -3.157 -4.142 2.874
H -4.137 -2.936 2.416
H -1.869 -1.700 2.155
H -1.475 -4.679 0.658
C 1.604 1.748 -7.612
C 0.643 1.961 -6.470
O 1.236 1.804 -5.179
O 2.245 0.547 -7.546
H 2.303 2.580 -7.524
H 1.183 1.868 -8.611
H -0.256 1.345 -6.476
H 0.341 2.998 -6.620
H 0.585 1.879 -4.478
H 2.883 0.498 -8.262
C -1.486 4.139 -1.848
C -1.892 5.577 -1.529
O -0.862 6.494 -1.225
O -2.719 3.428 -2.085
H -0.953 3.637 -1.040
H -0.889 4.079 -2.758
H -2.480 5.583 -0.612
H -2.255 6.059 -2.437
H -0.217 6.680 -1.912
H -2.448 2.553 -2.374
C 4.023 -1.251 3.642
C 4.644 -2.560 3.845
O 3.782 -3.201 4.788
O 2.782 -1.329 2.954
H 4.680 -0.631 3.031
H 3.934 -0.821 4.640
H 5.647 -2.261 4.148
H 4.747 -3.255 3.012
H 4.121 -3.146 5.685
H 2.945 -1.421 2.012
C -0.660 0.369 4.520
C -0.030 1.562 5.346
O 0.251 1.045 6.617
O 0.267 -0.680 4.396
H -1.010 0.707 3.545
H -1.556 -0.087 4.942
H -0.643 2.458 5.255
H 0.883 1.773 4.789
H -0.403 1.138 7.313
H 0.770 -0.664 5.213
*
```

These are the Löwdin partial charges, in e, on atoms 1 to 2: number 1, Tl, carries 1.08; number 2, C, carries -0.03

Question: Among the records above, which one has the lowest strongest force on any atom?
Answer: C27H52F3MgO24

Question: strongest force on any atom of number 1 (C27H52F3MgO24)?
Answer: 6.07 eV/A

Question: Which of these has the lowest strongest force on any atom?
Answer: C27H52F3MgO24